Computed, not measured: a structure of composition C32H26N4O2PdS2Te, with ωB97M-V/def2-TZVPD.

Last column: Mulliken spin population.
Atoms and positions in Å:
Pd (1.833100, -0.178563, -0.701324)  1.35
C (-3.576200, -2.399563, 5.168676)  0.00
C (-2.359400, -1.970963, 4.419776)  0.00
C (-1.078200, -2.253963, 4.891076)  0.00
C (0.048700, -1.906063, 4.160976)  0.01
C (-0.118900, -1.258663, 2.951176)  0.01
C (-1.379900, -0.940063, 2.470576)  0.01
C (-2.494100, -1.290263, 3.206476)  0.00
S (1.215400, -0.893563, 1.852676)  -0.01
O (2.507000, -0.741363, 2.448476)  0.03
O (1.132900, -1.838563, 0.739176)  0.07
N (0.869000, 0.528137, 1.091276)  0.36
C (1.120500, 1.746237, 1.565076)  0.13
C (1.037700, 2.134337, 2.910976)  0.16
C (1.159000, 3.473137, 3.257076)  -0.01
C (1.351800, 4.450937, 2.300476)  0.26
C (1.541700, 4.103837, 0.942876)  -0.01
C (1.841300, 5.031337, -0.076724)  0.04
C (2.118200, 4.568037, -1.341024)  0.01
C (2.128400, 3.187937, -1.578824)  0.01
N (1.808500, 2.301437, -0.656324)  0.08
C (1.483200, 2.736637, 0.577876)  0.09
H (-3.316700, -3.030563, 6.012876)  0.00
H (-4.248600, -2.949863, 4.512776)  0.00
H (-4.122800, -1.529663, 5.530976)  0.00
H (-0.965000, -2.775563, 5.829776)  0.00
H (1.044300, -2.133863, 4.511176)  0.00
H (-1.455800, -0.417263, 1.526076)  -0.02
H (-3.481800, -1.056563, 2.836476)  0.00
H (0.852000, 1.389837, 3.670276)  0.00
H (1.071200, 3.755037, 4.295276)  0.01
H (1.393300, 5.491937, 2.579876)  0.00
H (1.860800, 6.088437, 0.147376)  0.00
H (2.354700, 5.246037, -2.144924)  0.00
H (2.403900, 2.798637, -2.551524)  -0.02
Te (3.049400, -0.775763, -2.854024)  1.20
C (4.925700, -0.462163, -1.940924)  0.01
C (6.093300, -0.480563, -2.707324)  0.02
C (7.320600, -0.346763, -2.090224)  -0.03
C (7.393900, -0.210763, -0.711524)  0.08
C (6.232000, -0.177763, 0.054876)  -0.02
C (4.997500, -0.291863, -0.552424)  0.02
H (6.022500, -0.606063, -3.778224)  -0.01
H (8.220500, -0.354863, -2.682924)  0.00
H (8.353700, -0.128863, -0.227824)  0.00
H (6.302800, -0.066263, 1.125776)  0.00
H (4.069700, -0.276963, 0.065676)  -0.03
S (-4.673400, -0.838463, -1.374724)  0.00
C (-2.902500, -0.776863, -1.650824)  0.00
C (-2.125100, -1.909263, -1.443524)  0.02
C (-0.747700, -1.799063, -1.569524)  -0.01
N (-0.165600, -0.643263, -1.870524)  0.17
C (-0.902200, 0.447237, -2.072424)  -0.02
C (-2.284100, 0.424437, -1.979924)  0.02
C (-5.270700, -1.348763, -3.006724)  0.00
C (-5.609300, -2.677363, -3.206124)  0.00
C (-6.225200, -3.007563, -4.410824)  0.00
N (-6.472900, -2.100763, -5.321224)  0.00
C (-6.144700, -0.843763, -5.154624)  0.00
C (-5.521500, -0.404363, -3.989824)  0.00
H (-2.571100, -2.855463, -1.181824)  0.00
H (-0.090700, -2.651363, -1.424124)  0.00
H (-0.364400, 1.352337, -2.345424)  0.00
H (-2.859900, 1.317937, -2.161624)  0.00
H (-5.426200, -3.426263, -2.452224)  0.00
H (-6.533000, -4.019363, -4.630824)  0.00
H (-6.397100, -0.164663, -5.956224)  0.00
H (-5.273500, 0.636337, -3.854824)  0.00

Cartesian forces (eV/Å) of the 2 atoms listed first:
Pd -1.244 0.858 -1.147
C -0.064 0.025 0.067

Frontier orbital gap (alpha / beta) ... 6.9 / 4.5 eV
Total charge ... +2
Calculated total energy ... -2796.1625 Eh
Spin multiplicity ... 5

=====

Computed, not measured: a structure of composition C41H49Cl5InN11O4S2Si2Te, with ωB97M-V/def2-TZVPD.

Last column: Mulliken charge in e.
Atoms and positions in Å:
In (-1.000866, -0.365607, 0.183421)  1.85
C (0.185061, -2.574186, -4.916949)  -1.14
N (-0.570008, -2.146337, -3.731560)  1.05
C (-0.092778, -1.741800, -2.567107)  -0.80
N (-1.106188, -1.499161, -1.743539)  0.19
C (-2.215805, -1.763615, -2.507734)  -0.80
N (-1.924723, -2.176266, -3.711420)  -1.08
C (1.221526, -3.627888, -4.588648)  0.87
C (2.335380, -3.758296, -5.409717)  -0.95
C (3.289205, -4.732001, -5.145887)  -0.76
C (3.149543, -5.576061, -4.056302)  -0.93
C (2.035867, -5.447617, -3.233430)  -0.13
C (1.070975, -4.482999, -3.506507)  0.02
C (1.872308, -6.334563, -2.081832)  0.56
N (2.621860, -7.302113, -1.697132)  -0.46
N (2.027395, -7.825876, -0.549107)  -0.48
C (0.970724, -7.127406, -0.337481)  0.67
O (0.801772, -6.153651, -1.268249)  -0.17
C (-0.017445, -7.250608, 0.734344)  -0.18
C (0.098355, -8.266691, 1.680561)  -0.96
C (-0.846067, -8.370721, 2.686026)  -0.77
C (-1.903288, -7.469797, 2.757346)  -0.88
C (-2.019478, -6.460614, 1.815199)  0.95
C (-3.161090, -5.471674, 1.870203)  -1.11
N (-2.651449, -4.094411, 1.862849)  0.82
C (-2.555939, -3.245021, 0.850148)  -0.37
N (-1.907114, -2.159378, 1.257794)  0.54
C (-1.627766, -2.423653, 2.574352)  -0.76
N (-2.062627, -3.589123, 2.969206)  -0.91
C (-1.075725, -6.356707, 0.803098)  0.05
H (0.659399, -1.701515, -5.361993)  0.43
H (-0.558475, -2.946068, -5.617178)  0.37
H (0.952923, -1.648136, -2.324165)  0.75
H (-3.229783, -1.639426, -2.159370)  0.63
H (2.456902, -3.101776, -6.265338)  0.49
H (4.147807, -4.831603, -5.797459)  0.43
H (3.890687, -6.332406, -3.830407)  0.56
H (0.200519, -4.422685, -2.863941)  0.82
H (0.926135, -8.961524, 1.610915)  0.57
H (-0.761403, -9.157627, 3.423796)  0.42
H (-2.633638, -7.556326, 3.554318)  0.42
H (-3.741224, -5.598353, 2.779237)  0.46
H (-3.819321, -5.577695, 1.009870)  0.26
H (-2.947755, -3.427537, -0.138991)  0.51
H (-1.095245, -1.743378, 3.219779)  0.65
H (-1.151931, -5.571536, 0.058536)  0.59
Cl (3.658492, -1.913902, 5.323980)  -0.17
C (2.811493, -1.164265, 4.037773)  0.33
C (2.359809, -1.918232, 2.962698)  -0.09
Cl (2.614990, -3.613748, 2.903361)  -0.17
C (1.703193, -1.278032, 1.917073)  0.16
Cl (1.144369, -2.170820, 0.530138)  0.16
C (1.412805, 0.091486, 1.909500)  -1.25
O (0.736074, 0.652322, 0.928834)  0.26
C (1.877803, 0.826321, 3.009970)  0.28
Cl (1.548094, 2.520065, 3.046948)  -0.09
C (2.575909, 0.216835, 4.047204)  0.47
Cl (3.146170, 1.163931, 5.355183)  -0.17
C (0.594607, 7.209057, -1.628252)  -0.81
Si (1.028294, 5.728778, -2.668747)  0.03
C (0.644961, 6.033920, -4.455163)  -1.07
C (2.823902, 5.324984, -2.423307)  -0.86
C (-0.081075, 4.250879, -2.188440)  -0.67
Te (0.036215, 3.550605, -0.223338)  0.67
C (-1.282847, 5.049426, 0.504567)  -0.86
Si (-0.857677, 5.746390, 2.214593)  0.11
C (-1.833936, 7.304545, 2.443615)  -1.11
C (0.983113, 6.079113, 2.296467)  -0.68
C (-1.380689, 4.465991, 3.469272)  -0.39
H (1.236197, 8.047852, -1.913142)  0.44
H (0.751670, 7.027729, -0.559511)  0.05
H (-0.442802, 7.526535, -1.775235)  0.33
H (1.236993, 6.871187, -4.837954)  0.34
H (-0.410123, 6.282539, -4.599964)  0.34
H (0.873277, 5.158730, -5.069414)  0.32
H (3.433047, 6.146109, -2.813900)  0.48
H (3.112981, 4.409214, -2.944774)  0.29
H (3.073489, 5.204374, -1.362773)  0.23
H (0.178762, 3.395898, -2.814377)  0.16
H (-1.135046, 4.495349, -2.328826)  0.72
H (-2.265515, 4.568983, 0.499153)  0.59
H (-1.286605, 5.837436, -0.250633)  0.47
H (-1.570501, 8.054647, 1.691652)  0.34
H (-1.640484, 7.743166, 3.428106)  0.35
H (-2.908181, 7.115013, 2.369621)  0.34
H (1.209680, 7.090584, 1.947292)  0.36
H (1.570082, 5.378998, 1.690053)  0.02
H (1.351959, 6.002530, 3.323239)  0.42
H (-2.471240, 4.482086, 3.563653)  0.25
H (-0.955187, 4.684460, 4.453362)  0.43
H (-1.065125, 3.456274, 3.180401)  -0.33
O (-1.393635, 1.223249, -1.088111)  -0.66
O (-1.584295, 2.430877, -0.344801)  -0.91
S (-1.792199, 0.943729, 2.350847)  -0.23
C (-3.420507, 0.758096, 2.739040)  0.19
N (-4.018389, 1.485016, 3.664362)  -0.12
C (-5.370864, 1.081988, 4.065270)  -0.68
C (-5.955290, 0.376357, 2.849360)  -0.52
S (-4.513396, -0.378626, 2.019059)  -0.04
H (-3.496061, 2.186685, 4.168705)  0.20
H (-5.956089, 1.955007, 4.342302)  0.37
H (-5.313227, 0.412314, 4.923388)  0.30
H (-6.417823, 1.069559, 2.152079)  0.32
H (-6.658577, -0.404960, 3.119296)  0.44
C (3.980376, 2.580282, 0.095708)  -0.96
C (3.307120, 1.822609, -0.998661)  -0.04
N (2.179001, 2.143479, -1.591225)  0.65
C (1.945444, 1.157430, -2.531438)  -0.55
C (2.951552, 0.242552, -2.509598)  -1.11
N (3.806312, 0.675206, -1.522413)  0.09
H (3.325097, 3.374865, 0.446578)  -0.20
H (4.910176, 3.032790, -0.254304)  0.40
H (4.213884, 1.929898, 0.941114)  0.40
H (1.070768, 1.182558, -3.165430)  0.49
H (3.151737, -0.640163, -3.098123)  0.63
H (4.670307, 0.235244, -1.252485)  0.24

Cartesian forces (eV/Å) of the 2 atoms listed first:
In 0.097 0.626 0.434
C -0.007 -0.093 0.139

Frontier orbital gap ... 8.0 eV
Total charge ... +2
Calculated total energy ... -6629.1000 Eh
ΔE to the lowest compared entry with this formula, charge and spin ... 0.786 eV
Spin multiplicity ... 1